(1)
A molecular structure, C24H36BN6NaO5S3. Source: the Open Molecules 2025 dataset; level of theory: wB97M-V/def2-TZVPD.

For the energy above the lowest of the compared OMol25 structures with the same formula, charge and spin, the calculation gives 13.81 kJ/mol. Its total charge is -2. Its HOMO-LUMO gap is 6.0 eV. For the HOMO energy, the calculation gives -1.962 eV. The value obtained for the calculated total energy is -3022.81528 hartree.

Positions of all 76 atoms, in Å:
1 Na 1.3987 -0.2394 -0.5465
2 C 1.5450 -2.2459 2.6447
3 C 1.1483 -0.8446 2.9746
4 C 0.9491 -0.2625 4.2433
5 C 0.5498 1.0339 3.9841
6 C 0.2186 2.1219 4.9542
7 N 0.5170 1.1897 2.6434
8 N 0.8850 0.0393 2.0266
9 B 0.0755 2.4288 1.8322
10 N -1.2097 2.1263 1.0219
11 N -1.2081 1.3081 -0.0560
12 C -2.4456 1.2798 -0.5172
13 C -2.7796 0.4632 -1.7215
14 C -3.2842 2.0937 0.2729
15 C -2.4512 2.6131 1.2435
16 C -2.7953 3.5391 2.3649
17 N 1.2178 2.9500 0.9317
18 N 1.6860 2.2199 -0.1036
19 C 2.6911 2.8900 -0.6350
20 C 3.4402 2.3402 -1.8063
21 C 2.8898 4.0973 0.0654
22 C 1.9297 4.0914 1.0583
23 C 1.6717 5.1077 2.1230
24 H 1.9237 -2.7469 3.5389
25 H 0.6861 -2.8132 2.2757
26 H 2.3107 -2.2962 1.8677
27 H 1.0934 -0.7196 5.2099
28 H 0.3384 1.7446 5.9708
29 H 0.8722 2.9879 4.8320
30 H -0.8078 2.4756 4.8385
31 H -0.1931 3.2979 2.6204
32 H -1.8600 0.0413 -2.1243
33 H -3.4599 -0.3576 -1.4756
34 H -3.2562 1.0752 -2.4934
35 H -4.3405 2.2823 0.1564
36 H -3.8509 3.8075 2.2984
37 H -2.6230 3.0767 3.3394
38 H -2.2033 4.4552 2.3337
39 H 3.6221 1.2701 -1.6808
40 H 2.8792 2.4864 -2.7330
41 H 4.4041 2.8433 -1.9106
42 H 3.6355 4.8563 -0.1130
43 H 2.3709 5.9373 2.0073
44 H 0.6557 5.5038 2.0696
45 H 1.8026 4.6886 3.1228
46 O 3.6893 -3.0367 -2.1604
47 S 3.1569 -2.3749 -0.9497
48 O 3.7047 -2.9758 0.2740
49 O 3.4362 -0.9013 -0.9806
50 O 1.6498 -2.4749 -0.9513
51 C 1.0704 -0.9471 -5.1169
52 S 1.2728 -1.3527 -3.3548
53 O 0.4168 -0.3152 -2.6907
54 C 0.3169 -2.8657 -3.4307
55 C 0.9961 -4.0702 -3.3317
56 C 0.2654 -5.2491 -3.3858
57 C -1.1193 -5.2147 -3.5095
58 C -1.7839 -3.9971 -3.5654
59 C -1.0628 -2.8112 -3.5219
60 H 0.0096 -0.8714 -5.3600
61 H 1.5565 -1.7126 -5.7222
62 H 1.5609 0.0143 -5.2624
63 H 2.0622 -4.0538 -3.1196
64 H 0.7770 -6.1992 -3.2870
65 H -1.6841 -6.1403 -3.5327
66 H -2.8665 -3.9678 -3.6226
67 H -1.5558 -1.8473 -3.5151
68 C -3.5670 -3.2446 0.0157
69 S -1.9008 -2.6086 0.2783
70 C -2.2853 -1.4056 1.5602
71 H -3.9746 -3.6983 0.9223
72 H -3.5082 -4.0099 -0.7586
73 H -4.2459 -2.4576 -0.3225
74 H -3.0527 -0.7069 1.2224
75 H -1.3719 -0.8421 1.7478
76 H -2.6020 -1.8993 2.4815

---

(2)
3 unconnected molecules or ions with the total composition C24H36F17N2O5. Source: the Open Molecules 2025 dataset; level of theory: wB97M-V/def2-TZVPD.

For the energy above the lowest of the compared OMol25 structures with the same formula, charge and spin, the calculation gives 0.00 kJ/mol. Its total charge is +1. Its HOMO-LUMO gap is 7.8 eV. For the HOMO energy, the calculation gives -12.013 eV. The value obtained for the calculated total energy is -3119.27389 hartree.

Positions of all 84 atoms, in Å:
1 C 7.7525 -6.2860 1.5047
2 O 7.2349 -5.0881 2.0369
3 C 6.0953 -4.6428 1.3480
4 C 5.7128 -3.2602 1.8440
5 C 4.2360 -2.9491 1.5546
6 C 3.9267 -1.4570 1.3242
7 C 3.4115 -1.1161 -0.0759
8 C 2.1404 -1.8675 -0.4783
9 C 0.8413 -1.2435 0.0684
10 C -0.1248 -2.2415 0.7076
11 C 0.5245 -3.0995 1.8108
12 C 0.9528 -4.5106 1.3643
13 C -0.0461 -5.5749 1.7924
14 N 0.0505 -6.7693 0.8555
15 C 1.4623 -7.3368 0.8936
16 O 1.8213 -7.8416 1.8883
17 N 2.1177 -7.1432 -0.3395
18 C 2.6977 -8.3105 -0.8990
19 O 2.6899 -9.3893 -0.4425
20 F 3.2362 -7.9753 -2.0632
21 H 6.9622 -7.0357 1.3710
22 H 8.2391 -6.1113 0.5392
23 H 8.4812 -6.6761 2.2107
24 H 6.2972 -4.6147 0.2665
25 H 5.2673 -5.3563 1.5120
26 H 5.9103 -3.2196 2.9162
27 H 6.3493 -2.5127 1.3670
28 H 3.6492 -3.3236 2.3998
29 H 3.9415 -3.5401 0.6781
30 H 3.1943 -1.1094 2.0588
31 H 4.8394 -0.8856 1.5029
32 H 4.1936 -1.2818 -0.8221
33 H 3.1927 -0.0466 -0.1082
34 H 2.2296 -2.9050 -0.1443
35 H 2.0895 -1.9095 -1.5681
36 H 1.0734 -0.4612 0.7953
37 H 0.3234 -0.7568 -0.7594
38 H -0.9536 -1.6884 1.1509
39 H -0.5537 -2.8896 -0.0666
40 H 1.4062 -2.5831 2.1948
41 H -0.1620 -3.1802 2.6579
42 H 1.0202 -4.5154 0.2699
43 H 1.9431 -4.7355 1.7693
44 H 0.1697 -5.9660 2.7854
45 H -1.0763 -5.2229 1.7768
46 H -0.1491 -6.4549 -0.0959
47 H -0.6047 -7.5050 1.1307
48 H 2.7225 -6.3251 -0.3502
49 C -0.0911 5.8014 0.7260
50 C -1.3488 5.6049 -0.1277
51 C -2.3143 4.4905 0.2867
52 F -1.7188 3.2819 0.2141
53 F -3.3647 4.4904 -0.5672
54 F -1.0228 5.4707 -1.4253
55 F -2.0760 6.7549 0.0121
56 O 1.0941 5.2161 0.2270
57 C 1.4530 3.9408 0.5264
58 C 1.5806 3.0870 -0.7432
59 F 0.4203 3.0695 -1.4224
60 F 1.8700 1.8105 -0.3782
61 F 0.6262 3.3652 1.4188
62 F 2.6875 3.9689 1.0852
63 H 0.1010 6.8726 0.6943
64 H -0.2752 5.5342 1.7669
65 H -2.6825 4.6550 1.3022
66 H 2.3761 3.4747 -1.3805
67 C -7.2593 6.8811 -1.0623
68 C -7.5451 5.4101 -1.3827
69 C -6.5644 4.6880 -2.3103
70 F -6.5545 5.2526 -3.5336
71 F -6.9586 3.4002 -2.4393
72 F -8.8044 5.2591 -1.8306
73 F -7.4392 4.7475 -0.1869
74 O -7.9767 7.8355 -1.8111
75 C -7.4961 8.3365 -2.9845
76 C -8.4511 8.0478 -4.1515
77 F -8.6423 6.7205 -4.2785
78 F -7.8947 8.5138 -5.2901
79 F -6.2512 7.9056 -3.2506
80 F -7.4395 9.6853 -2.8642
81 H -7.6155 7.0120 -0.0412
82 H -6.1869 7.0798 -1.0618
83 H -5.5558 4.7075 -1.8895
84 H -9.4085 8.5423 -3.9796

---

(3)
A molecular structure, C24H36F24N6O16S8 in a non-equilibrium geometry. Source: the Open Molecules 2025 dataset; level of theory: wB97M-V/def2-TZVPD.

Its total charge is -2. Its HOMO-LUMO gap is 6.6 eV. For the HOMO energy, the calculation gives -4.552 eV. The value obtained for the calculated total energy is -8050.51411 hartree.

Positions of all 114 atoms, in Å:
1 C 2.3113 0.4071 2.5176
2 C 3.6431 0.4541 1.7756
3 C 4.4303 -0.8567 1.6950
4 N 5.8153 -0.8124 0.9959
5 C 5.6344 -1.0532 -0.5781
6 C 6.6849 -1.8942 1.6237
7 C 7.3167 -1.2623 2.9558
8 C 7.2957 0.2909 2.7138
9 C 6.6601 0.4871 1.3152
10 H 2.0405 -0.6376 2.3643
11 H 1.6748 1.1023 1.9703
12 H 2.3625 0.5437 3.5978
13 H 4.1143 1.3442 2.1925
14 H 3.3906 0.6855 0.7408
15 H 3.8533 -1.5620 1.0969
16 H 4.4878 -1.2598 2.7061
17 H 6.3023 -1.8403 -0.9282
18 H 5.9256 -0.2275 -1.2275
19 H 4.5962 -1.3270 -0.7661
20 H 7.4662 -2.2022 0.9288
21 H 6.1868 -2.8372 1.8490
22 H 8.3921 -1.4342 3.0022
23 H 6.8559 -1.7125 3.8351
24 H 8.3593 0.5295 2.7104
25 H 6.6618 0.7864 3.4492
26 H 7.4230 0.4745 0.5368
27 H 6.0703 1.3732 1.0807
28 C -3.7667 4.3482 2.2035
29 C -3.5706 2.8128 2.1002
30 C -2.4173 2.3646 1.1219
31 N -2.5345 0.8660 0.8345
32 C -2.6966 0.1039 2.2044
33 C -1.1989 0.2786 0.1126
34 C -1.6529 -0.2120 -1.2503
35 C -2.8160 0.6461 -1.6157
36 C -3.5468 0.6616 -0.2937
37 H -3.7371 4.9091 1.2694
38 H -2.9244 4.7124 2.7917
39 H -4.6344 4.7504 2.7265
40 H -4.5144 2.4646 1.6806
41 H -3.4654 2.3183 3.0659
42 H -1.4117 2.3844 1.5420
43 H -2.3445 2.9387 0.1981
44 H -3.6697 0.3655 2.6200
45 H -1.8634 0.5753 2.7255
46 H -2.6159 -0.9720 2.0488
47 H -0.6040 -0.3958 0.7285
48 H -0.5735 1.1695 0.0548
49 H -1.9338 -1.2650 -1.2703
50 H -0.8360 -0.1000 -1.9632
51 H -3.2256 0.2551 -2.5471
52 H -2.3241 1.5880 -1.8584
53 H -3.9765 -0.3260 -0.1259
54 H -4.3138 1.4331 -0.3610
55 C -1.5593 1.4308 -5.1220
56 F -0.6109 2.0259 -5.8820
57 F -1.7917 0.1637 -5.5776
58 F -1.0950 1.5409 -3.8658
59 S -3.1548 2.6020 -5.1832
60 O -3.1863 3.0942 -6.6044
61 O -4.2954 1.8002 -4.8375
62 N -2.7514 3.7703 -4.0103
63 S -4.0980 4.0536 -3.2658
64 O -5.2125 4.3748 -4.1407
65 O -4.4072 3.1973 -2.1509
66 C -3.6725 5.7494 -2.4029
67 F -4.8294 6.2904 -1.9552
68 F -2.7566 5.6331 -1.4071
69 F -3.1697 6.5397 -3.3740
70 C 2.8585 3.7994 -3.5167
71 F 3.9767 3.6803 -2.8783
72 F 2.9730 5.1156 -3.9517
73 F 2.6891 2.9131 -4.4880
74 S 1.3622 3.6861 -2.2238
75 O 0.1957 4.2304 -2.9403
76 O 1.2325 2.2699 -1.7644
77 N 1.8646 4.8597 -1.0360
78 S 1.9498 4.0076 0.2968
79 O 0.7661 3.3223 0.8072
80 O 3.2412 3.2466 0.3020
81 C 2.1314 5.3835 1.6536
82 F 2.2608 4.9712 2.8664
83 F 3.2123 6.1496 1.3230
84 F 1.1563 6.2198 1.5889
85 C -0.2795 -3.7157 2.8263
86 F -0.8556 -2.5304 3.0530
87 F 1.0026 -3.6283 3.1481
88 F -0.7475 -4.6529 3.5506
89 S -0.4948 -4.2667 0.9853
90 O -1.9024 -4.6633 0.9216
91 O -0.1855 -3.1490 0.1644
92 N 0.5492 -5.6609 0.8758
93 S 2.0732 -5.2279 0.8122
94 O 2.5667 -5.5564 -0.4565
95 O 2.4055 -3.8784 1.1658
96 C 2.9701 -6.3693 2.1676
97 F 2.8606 -5.8690 3.3953
98 F 2.3439 -7.5313 2.1975
99 F 4.2159 -6.6437 1.7841
100 C -4.9349 -2.8518 0.3561
101 F -4.5264 -2.2036 1.4743
102 F -6.1067 -2.2861 0.0955
103 F -4.1398 -2.6642 -0.6860
104 S -5.3925 -4.7834 0.6436
105 O -4.9685 -5.2306 1.9521
106 O -6.8748 -4.9326 0.5106
107 N -4.4036 -5.5723 -0.4966
108 S -5.3625 -5.4870 -1.7689
109 O -6.2781 -6.6289 -1.7923
110 O -6.0296 -4.1696 -2.0235
111 C -4.0574 -5.5336 -3.2585
112 F -2.9288 -6.1512 -2.8051
113 F -4.7665 -6.1778 -4.2305
114 F -3.8185 -4.3401 -3.7181